Computed, not measured: a structure of composition CH8N3, with ωB97M-V/def2-TZVPD.

Summary:
- LUMO energy: -4.32 eV
- Total charge: +1

Geometry as XYZ:
```
12
Properties=species:S:1:pos:R:3:forces:R:3
C -0.13107 0.83096 -0.22977 -2.64 1.60 -1.44
N -0.97492 -0.64804 -1.13544 0.10 -2.55 -2.73
N 0.76975 0.45680 0.55159 7.98 0.49 -5.99
N 0.67165 -0.18686 1.67975 -0.37 -1.41 2.14
H -1.01984 1.03634 0.24892 -2.27 0.36 0.82
H 0.12640 1.57992 -0.96129 0.03 -0.55 -0.65
H -1.33712 -1.24646 -0.38926 0.18 0.13 0.09
H -0.43009 -1.33518 -1.77754 -0.27 1.45 1.70
H 1.90676 0.50011 -0.38114 -2.95 -0.44 4.07
H 0.82597 0.49146 2.37963 0.15 0.58 1.53
H -1.77776 -0.57869 -1.78755 0.06 0.87 0.67
H 1.37027 -0.90036 1.80211 0.00 -0.53 -0.21
```
Positions in Å, forces in eV/Å.

Quick look at the natural (NBO) charges, all values in e: atom 1 (C): 0.065, atom 2 (N): -0.931, atom 3 (N): -0.306, atom 4 (N): -0.600, atom 5 (H): 0.199, atom 6 (H): 0.236, atom 7 (H): 0.406, atom 8 (H): 0.414, atom 9 (H): 0.328, atom 10 (H): 0.379, atom 11 (H): 0.417, atom 12 (H): 0.392

=====

Computed, not measured: the ion CH8N3OSi with charge +1, with ωB97M-V/def2-TZVPD.

Summary:
- LUMO energy: -3.20 eV
- Total charge: +1
- Structure (SMILES): N/[NH+]=C(/N)O[SiH3]

Geometry as XYZ:
```
14
Properties=species:S:1:pos:R:3:forces:R:3
N -1.94971 -1.45314 -0.03002 0.63 -0.77 -0.07
N -1.56707 -0.13266 -0.00012 -0.57 0.26 -0.04
C -0.30811 0.32413 0.01804 -0.13 0.21 0.04
N -0.19781 1.65510 0.03854 0.17 -0.03 0.03
O 0.70433 -0.45349 -0.00186 -0.12 -0.28 -0.01
Si 2.47327 -0.38772 0.02181 -1.35 0.86 -0.01
H -2.22456 -1.80002 -0.94267 0.00 0.37 0.13
H -2.59513 -1.71824 0.70164 0.15 0.26 0.01
H -2.29965 0.57785 0.00192 0.29 -0.25 -0.08
H -1.02527 2.23043 0.07407 0.19 0.05 -0.01
H 0.69420 2.11718 0.04723 0.07 -0.04 0.00
H 2.76631 0.45513 -1.14041 0.20 -0.16 -0.14
H 2.73394 0.37561 1.24405 0.22 -0.18 0.15
H 2.79526 -1.79017 -0.03221 0.25 -0.31 0.01
```
Positions in Å, forces in eV/Å.

Quick look at the natural (NBO) charges, all values in e: atom 1 (N): -0.643, atom 2 (N): -0.401, atom 3 (C): 0.831, atom 4 (N): -0.773, atom 5 (O): -0.741, atom 6 (Si): 1.164, atom 7 (H): 0.385, atom 8 (H): 0.389, atom 9 (H): 0.386, atom 10 (H): 0.421, atom 11 (H): 0.431, atom 12 (H): -0.164, atom 13 (H): -0.161, atom 14 (H): -0.123

=====

Computed, not measured: the ion CH8N4P with charge +1, with ωB97M-V/def2-TZVPD.

Summary:
- LUMO energy: -3.67 eV
- Total charge: +1
- Structure (SMILES): N/C(=N/[NH3+])NP

Geometry as XYZ:
```
14
Properties=species:S:1:pos:R:3:forces:R:3
N 0.74272 1.38193 -1.01844 0.16 0.25 0.03
C 0.04669 0.34991 -0.56887 1.76 -2.53 3.14
N -1.11200 0.07398 -1.05644 -0.73 0.45 -1.19
N -1.90722 -0.96161 -0.48336 0.40 -0.15 0.47
N 0.68053 -0.42555 0.54666 -2.13 1.37 -2.53
P 2.08012 0.16361 1.42187 0.26 0.05 0.19
H 0.35223 1.97571 -1.72848 -0.03 0.11 -0.06
H 1.71206 1.48391 -0.75581 -0.16 0.07 -0.23
H -2.82030 -0.89339 -0.96360 0.47 -0.10 0.30
H -1.52234 -1.91117 -0.64932 -0.30 0.44 0.06
H -2.05150 -0.83975 0.53792 0.09 -0.10 -0.37
H 0.69044 -1.41974 0.36450 0.03 0.01 -0.08
H 1.62628 -0.38171 2.63599 0.16 -0.05 0.22
H 1.48230 1.40386 1.71738 0.01 0.17 0.05
```
Positions in Å, forces in eV/Å.

Quick look at the natural (NBO) charges, all values in e: atom 1 (N): -0.760, atom 2 (C): 0.616, atom 3 (N): -0.436, atom 4 (N): -0.522, atom 5 (N): -0.955, atom 6 (P): 0.515, atom 7 (H): 0.435, atom 8 (H): 0.421, atom 9 (H): 0.455, atom 10 (H): 0.423, atom 11 (H): 0.434, atom 12 (H): 0.398, atom 13 (H): -0.003, atom 14 (H): -0.020

=====

Computed, not measured: a cluster of 2 separate species, CH8N5O in total, with ωB97M-V/def2-TZVPD.

Summary:
- LUMO energy: -3.22 eV
- Total charge: +1

Geometry as XYZ:
```
15
Properties=species:S:1:pos:R:3:forces:R:3
C 1.35195 -0.55527 0.22802 -0.64 -0.41 0.94
N 2.51613 -1.08185 -0.19431 -1.10 0.47 -0.46
N 1.13133 0.72877 0.13516 -0.71 -2.52 0.95
N -1.43388 1.53961 -0.10809 2.40 0.50 0.41
N -2.14952 -0.45806 0.20402 0.16 -1.53 0.10
N -2.41213 0.75380 -0.06919 -3.57 -0.74 -0.93
O -3.19305 -1.34740 -0.10782 -0.27 0.28 0.32
H 3.09177 -0.49262 -0.86252 -0.72 -1.55 1.24
H 1.83008 1.13510 -0.35036 2.67 2.43 -1.80
H 0.21771 1.18922 0.10682 -1.28 -0.34 0.45
H -1.47097 2.49267 -0.38168 -1.72 0.71 -0.07
H 0.55948 -1.18447 0.76202 1.35 0.75 -1.02
H 2.53933 -2.10703 -0.17687 0.62 0.80 -0.29
H -3.48092 1.05439 -0.27766 2.62 -0.88 0.31
H -2.96429 -2.27753 0.19610 0.20 2.03 -0.17
```
Positions in Å, forces in eV/Å.

Quick look at the natural (NBO) charges, all values in e: atom 1 (C): 0.397, atom 2 (N): -0.746, atom 3 (N): -0.690, atom 4 (N): -0.620, atom 5 (N): -0.018, atom 6 (N): -0.004, atom 7 (O): -0.560, atom 8 (H): 0.430, atom 9 (H): 0.374, atom 10 (H): 0.448, atom 11 (H): 0.385, atom 12 (H): 0.248, atom 13 (H): 0.440, atom 14 (H): 0.406, atom 15 (H): 0.509

=====

Computed, not measured: a cluster of 2 separate species, CH8N5O in total, with ωB97M-V/def2-TZVPD.

Summary:
- LUMO energy: -4.22 eV
- Total charge: +1

Geometry as XYZ:
```
15
Properties=species:S:1:pos:R:3:forces:R:3
C -0.46801 -0.62973 0.61052 -1.42 -0.08 0.61
N -1.35770 -0.05564 -0.26633 1.96 -0.62 1.50
N -0.95269 -1.43234 1.61883 1.49 -0.07 -0.93
N 0.92052 1.55283 -1.40823 1.22 0.03 2.61
N 0.82266 -0.36165 0.58552 2.02 2.10 -2.42
N -0.03002 1.25030 -2.05948 -1.62 -0.97 -1.79
O 1.80019 -0.93363 1.34470 0.86 0.73 2.83
H -2.30606 -0.28043 -0.03684 -0.34 0.22 -0.43
H -1.95209 -1.54766 1.57365 0.12 -0.59 0.34
H -0.32571 -2.20706 1.95542 -1.20 1.28 -0.38
H 1.43921 2.31328 -1.74810 1.56 1.38 -1.25
H 1.33652 0.24074 -0.13927 -2.23 -0.87 0.95
H -1.02981 0.60789 -1.04519 -0.68 -1.37 0.94
H -0.08683 1.67914 -2.96795 -0.32 0.87 -0.83
H 2.18983 -0.19604 1.98274 -1.40 -2.05 -1.75
```
Positions in Å, forces in eV/Å.

Quick look at the natural (NBO) charges, all values in e: atom 1 (C): 0.641, atom 2 (N): -0.794, atom 3 (N): -0.787, atom 4 (N): -0.266, atom 5 (N): -0.299, atom 6 (N): -0.266, atom 7 (O): -0.523, atom 8 (H): 0.407, atom 9 (H): 0.409, atom 10 (H): 0.445, atom 11 (H): 0.339, atom 12 (H): 0.427, atom 13 (H): 0.424, atom 14 (H): 0.346, atom 15 (H): 0.497

=====

Computed, not measured: an isolated molecule of CH8N6, with ωB97M-V/def2-TZVPD.

Summary:
- LUMO energy: 1.01 eV
- Total charge: 0
- Structure (SMILES): N/N=N\C(N)(N)N

Geometry as XYZ:
```
15
Properties=species:S:1:pos:R:3:forces:R:3
N 0.39985 -1.69630 -1.36628 -1.84 -0.43 1.01
N 1.30268 -0.73255 -1.34190 0.94 -0.54 -0.51
N 1.19793 0.25992 -0.62012 0.45 0.90 0.12
C 0.03191 0.52658 0.21590 -0.75 -0.48 0.68
N -1.04260 1.00287 -0.61385 -0.08 0.18 -0.10
N 0.34547 1.56700 1.17345 -0.08 0.13 -0.11
N -0.38167 -0.70031 0.95536 0.15 0.02 0.09
H -0.28087 -1.74497 -0.54333 1.01 -0.04 -1.23
H 0.69557 -2.52031 -1.86499 0.03 0.20 0.08
H -1.35696 0.28443 -1.25792 0.01 0.11 0.12
H -1.81893 1.31230 -0.03725 0.05 -0.11 -0.09
H 0.25944 2.46641 0.71092 0.18 -0.05 -0.03
H 1.31410 1.46831 1.46927 -0.18 0.03 -0.06
H -1.07973 -0.43414 1.64423 0.10 0.07 -0.05
H 0.41383 -1.05925 1.47650 0.01 0.02 0.08
```
Positions in Å, forces in eV/Å.

Quick look at the natural (NBO) charges, all values in e: atom 1 (N): -0.671, atom 2 (N): 0.045, atom 3 (N): -0.290, atom 4 (C): 0.470, atom 5 (N): -0.843, atom 6 (N): -0.851, atom 7 (N): -0.885, atom 8 (H): 0.406, atom 9 (H): 0.383, atom 10 (H): 0.374, atom 11 (H): 0.367, atom 12 (H): 0.376, atom 13 (H): 0.372, atom 14 (H): 0.379, atom 15 (H): 0.365

=====

Calculated highest occupied orbital energy (eV), listed in the same order as above: -14.50, -14.41, -12.99, -12.23, -14.16, -8.89
Calculated relative energy (zero: lowest compared OMol25 entry of this formula, charge and spin) (eV), listed in the same order as above: 5.391, 0.981, 2.382, 1.968, 0.787, 0.000
Calculated HOMO-LUMO gap (eV), listed in the same order as above: 10.2, 11.2, 9.3, 9.0, 9.9, 9.9